1.
{"formula": "C3H10NO", "method": "ωB97M-V/def2-TZVPD", "species": ["C", "H", "H", "H", "H", "C", "N", "C", "O", "H", "H", "H", "H", "H", "H"], "coordinates": [[0.40743, 0.27067, 3.33345], [1.41880, 0.06168, 2.99364], [0.16476, 1.30339, 3.09231], [0.34176, 0.11094, 4.40977], [-0.27793, -0.38007, 2.79886], [-1.47464, 0.45273, -1.31923], [-0.10480, 0.86265, -1.01459], [0.69107, -0.36191, -0.48768], [0.61633, -1.44209, -1.25311], [-1.54870, -0.50437, -1.84066], [-1.96066, 1.24005, -1.90730], [-2.01619, 0.38146, -0.36705], [0.35423, 1.01077, -1.91590], [0.28453, -0.49569, 0.53967], [1.72417, 0.06187, -0.38500]], "lowdin_charge": [-0.06, 0.02, 0.02, 0.00, 0.00, -0.22, -0.15, -0.58, -0.35, 0.05, 0.05, 0.05, 0.06, 0.05, 0.07], "e_lumo_ev": 3.904, "homo_lumo_gap_ev": 6.2, "charge": -1, "spin_multiplicity": 1}

***

2.
{"formula": "C3H10NO", "method": "ωB97M-V/def2-TZVPD", "species": ["C", "N", "H", "H", "H", "H", "H", "C", "O", "C", "H", "H", "H", "H", "H"], "coordinates": [[1.92188, 1.37359, -1.08917], [0.88436, 2.07707, -0.40081], [1.54061, 0.53556, -1.65980], [2.63706, 0.86933, -0.33284], [2.57386, 2.04894, -1.65866], [0.26600, 2.53153, -1.07913], [0.23153, 1.39436, -0.03937], [-1.36224, -1.22874, 0.05857], [-0.36312, -0.24202, -0.37372], [-1.24047, -1.53116, 1.52881], [-1.20931, -2.20761, -0.52560], [-2.41462, -0.90379, -0.19337], [-1.71874, -2.46015, 1.87792], [-1.61445, -0.65302, 2.08023], [-0.13236, -1.60389, 1.80693]], "lowdin_charge": [-0.28, -0.11, 0.03, 0.08, 0.04, 0.04, -0.02, -0.50, -0.42, -0.19, 0.07, 0.07, 0.04, 0.05, 0.08], "e_lumo_ev": 4.567, "homo_lumo_gap_ev": 7.2, "charge": -1, "spin_multiplicity": 1}

***

3.
{"formula": "C3H10NO", "method": "ωB97M-V/def2-TZVPD", "species": ["C", "C", "C", "N", "O", "H", "H", "H", "H", "H", "H", "H", "H", "H", "H"], "coordinates": [[-1.48553, -0.05322, 1.48526], [2.24626, 0.21412, -0.87964], [-0.30846, -0.52226, -0.58596], [-1.23667, 0.35497, 0.12168], [1.01835, 0.76632, -0.93165], [-0.56709, -0.14741, 2.01057], [-2.24100, 0.60038, 1.96336], [-1.98364, -1.04133, 1.22278], [3.05282, 1.14481, -1.05639], [2.43924, -0.46150, -1.63622], [2.47633, -0.18268, 0.04255], [-0.72775, -0.90774, -1.51808], [0.33131, -1.21140, 0.07775], [-2.09911, 0.10747, -0.28228], [-0.91507, 1.33949, -0.03373]], "lowdin_charge": [0.01, -0.21, 0.09, -0.04, -0.17, 0.10, 0.13, 0.14, 0.18, 0.06, 0.05, 0.14, 0.16, 0.15, 0.21], "e_lumo_ev": -4.368, "homo_lumo_gap_ev": 10.2, "charge": 1, "spin_multiplicity": 1}

***

4.
{"formula": "C3H10NO", "method": "ωB97M-V/def2-TZVPD", "species": ["C", "C", "C", "N", "H", "H", "H", "H", "H", "H", "H", "H", "H", "H", "O"], "coordinates": [[-1.87896, 0.15813, 0.73780], [-0.57642, -0.56277, 0.59241], [-0.46676, -1.81847, 0.19141], [0.62439, 0.29440, 0.44720], [-2.58044, -0.40143, 1.35416], [-1.81556, 1.17330, 1.11857], [-2.38494, 0.29196, -0.23670], [0.43153, -2.28574, -0.19483], [-1.34847, -2.42453, 0.30432], [1.46932, -0.28108, 0.54937], [0.65842, 0.98531, 1.20729], [0.66541, 0.89374, -0.39157], [1.90646, 1.56204, -2.49334], [3.03067, 0.91719, -1.58341], [2.26532, 1.49792, -1.60270]], "lowdin_charge": [-0.03, -0.34, 0.11, 0.21, 0.10, 0.08, 0.11, 0.09, 0.09, 0.17, 0.18, 0.14, 0.07, 0.06, -0.04], "e_lumo_ev": -3.509, "homo_lumo_gap_ev": 11.2, "charge": 1, "spin_multiplicity": 1}

***

5.
{"formula": "C3H10NO", "method": "ωB97M-V/def2-TZVPD", "species": ["C", "C", "C", "O", "N", "H", "H", "H", "H", "H", "H", "H", "H", "H", "H"], "coordinates": [[0.01326, -2.26361, -0.76843], [-0.09420, 1.14800, -0.49600], [0.06491, 1.43080, 0.97372], [1.44396, 1.57236, 1.26753], [-0.56866, -1.27703, 0.13568], [0.56680, -1.70665, -1.52659], [-0.77291, -2.77712, -1.32189], [-0.99461, 1.52783, -0.98832], [0.73819, 1.51952, -1.09814], [-0.27379, 0.60604, 1.59789], [-0.46486, 2.32466, 1.33977], [1.68290, 2.50078, 1.16545], [0.67689, -3.00028, -0.31775], [-0.43311, -0.22473, -0.10701], [-1.58475, -1.38058, 0.14410]], "lowdin_charge": [-0.09, 0.20, -0.25, -0.03, 0.09, 0.10, 0.09, 0.12, 0.13, 0.13, 0.17, 0.11, 0.10, 0.00, 0.12], "e_lumo_ev": -8.098, "homo_lumo_gap_ev": 7.2, "charge": 1, "spin_multiplicity": 1}

***

6.
{"formula": "C3H10NO", "method": "ωB97M-V/def2-TZVPD", "species": ["C", "O", "C", "C", "H", "H", "H", "H", "H", "H", "N", "H", "H", "H", "H"], "coordinates": [[0.38320, 1.09643, -0.12390], [0.76000, 0.05041, 0.84837], [-0.91848, 0.77397, -0.78214], [-2.04092, 1.33270, -0.36637], [1.21853, 1.14080, -0.80411], [0.32196, 2.02878, 0.43434], [0.07358, 0.04566, 1.53104], [-0.92738, 0.07484, -1.61688], [-3.00253, 1.11351, -0.81455], [-2.03332, 2.05672, 0.43493], [1.21062, -2.34658, 0.18718], [2.21422, -2.49333, 0.10464], [0.98366, -1.23013, 0.44675], [0.79651, -2.57726, -0.71448], [0.85044, -2.99295, 0.88562]], "lowdin_charge": [-0.17, -0.07, -0.17, 0.05, 0.12, 0.13, 0.13, 0.10, 0.08, 0.08, 0.24, 0.14, 0.07, 0.13, 0.14], "e_lumo_ev": -3.570, "homo_lumo_gap_ev": 10.6, "charge": 1, "spin_multiplicity": 1}

***

7.
{"formula": "C3H10NO", "method": "ωB97M-V/def2-TZVPD", "species": ["C", "O", "C", "C", "N", "H", "H", "H", "H", "H", "H", "H", "H", "H", "H"], "coordinates": [[1.05956, -0.26898, 0.27270], [0.10417, 0.56321, -0.51593], [0.94030, -1.60727, -0.28869], [-0.28943, -2.43596, -0.22460], [-1.07379, 3.47068, 0.52765], [2.01277, 0.17896, 0.04283], [0.78340, -0.30075, 1.33291], [-0.33217, 0.00666, -1.17257], [1.78066, -2.14232, -0.74105], [-0.08596, -3.37758, 0.28704], [-0.57630, -2.63979, -1.27499], [-1.08943, -1.86847, 0.23356], [-0.81333, 2.55276, 0.14030], [-1.94614, 3.59046, 1.04976], [-0.47432, 4.27840, 0.33108]], "lowdin_charge": [-0.12, -0.04, 0.18, 0.02, 0.52, 0.14, 0.17, 0.10, 0.17, 0.15, 0.16, 0.11, 0.11, 0.16, 0.16], "e_lumo_ev": [-11.020, -12.530], "homo_lumo_gap_ev": [9.2, 7.7], "s_squared": 0.754, "charge": 2, "spin_multiplicity": 2}

***

8.
{"formula": "C3H10NO2", "method": "ωB97M-V/def2-TZVPD", "species": ["C", "N", "C", "C", "O", "H", "H", "H", "H", "H", "H", "H", "H", "H", "H", "O"], "coordinates": [[-1.10188, 0.51355, 0.81879], [0.22645, 0.27374, 0.27054], [0.18033, -0.26789, -1.08732], [-0.13528, -1.95647, -0.94763], [0.10213, -2.32823, 0.29809], [-1.11642, 0.91013, 1.82968], [-1.73199, -0.39313, 0.80302], [-1.57429, 1.29447, 0.20299], [0.64164, -0.50001, 0.80485], [1.10786, 0.00964, -1.57906], [-0.68095, 0.12054, -1.62600], [0.69226, -2.28642, -1.62061], [-1.12956, -2.19848, -1.36226], [1.49985, 2.62793, 1.76266], [1.26813, 1.66668, 0.58133], [1.75172, 2.51394, 0.85093]], "lowdin_charge": [-0.15, -0.21, -0.20, -0.48, -0.35, 0.06, 0.08, 0.07, 0.09, 0.08, 0.07, 0.06, 0.06, -0.01, 0.00, -0.14], "e_lumo_ev": 4.138, "homo_lumo_gap_ev": 6.8, "charge": -1, "spin_multiplicity": 1}

***

9.
{"formula": "C3H10NO2", "method": "ωB97M-V/def2-TZVPD", "species": ["C", "N", "C", "C", "O", "H", "H", "H", "H", "H", "H", "H", "H", "H", "H", "O"], "coordinates": [[0.99260, 1.16678, 0.82169], [-0.12152, 0.43425, 0.21310], [0.11242, -1.00739, 0.45612], [0.82371, -1.60907, -0.85196], [1.21128, -0.63587, -1.69083], [1.05954, 2.23679, 0.57909], [1.99492, 0.76800, 0.64551], [0.82048, 1.16625, 1.91396], [0.20808, 0.41656, -0.79114], [-0.84780, -1.48782, 0.65231], [0.81013, -1.15820, 1.27737], [0.08753, -2.28037, -1.36724], [1.61846, -2.29172, -0.45218], [-1.75660, 1.00890, 0.36098], [-3.23526, 0.69208, 0.79998], [-2.60188, 1.38370, 0.75661]], "lowdin_charge": [-0.16, -0.18, -0.22, -0.49, -0.35, 0.07, 0.07, 0.07, 0.07, 0.08, 0.08, 0.07, 0.07, -0.01, -0.02, -0.13], "e_lumo_ev": 4.237, "homo_lumo_gap_ev": 7.2, "charge": -1, "spin_multiplicity": 1}

***

10.
{"formula": "C3H10NO2", "method": "ωB97M-V/def2-TZVPD", "species": ["C", "C", "C", "N", "H", "H", "H", "H", "H", "H", "H", "H", "O", "H", "H", "O"], "coordinates": [[-1.50355, 0.73601, 1.32507], [-2.21204, -0.35138, 1.55962], [0.72221, 0.89334, 2.17946], [-0.05144, 0.67266, 1.17047], [-1.79503, 1.70779, 1.70377], [-1.72999, -1.29601, 1.34288], [-3.26982, -0.24693, 1.74645], [1.65904, 1.40499, 1.98339], [0.59200, 0.27957, 3.07099], [0.41961, 0.58181, 0.24508], [0.53687, -0.70707, -4.80404], [-0.27119, -1.85513, -4.79678], [0.40521, -1.46843, -4.21682], [2.70087, 0.44567, -0.68351], [1.94602, -0.78816, -1.19381], [1.85124, -0.00873, -0.63221]], "lowdin_charge": [-0.12, 0.10, 0.18, 0.03, 0.12, 0.09, 0.09, 0.12, 0.14, 0.12, 0.04, 0.04, -0.08, 0.08, 0.08, -0.03], "e_lumo_ev": -5.696, "homo_lumo_gap_ev": 8.5, "charge": 1, "spin_multiplicity": 1}

***

We obtain energy above the lowest of the compared OMol25 structures with the same formula, charge and spin values of 66.3; 93.3; 387.7; 71.9; 522.1; 76.0; 372.6; 111.4; 100.3; 310.5 kJ/mol for the records listed above, in that order.